Here is C25H35Cl4CsN4O4Si3Te as an isolated structure in a non-equilibrium geometry from OMol25. Energies are from ωB97M-V/def2-TZVPD.

## Properties
**Net charge**: -2
**HOMO**: -1.825 eV
**Kohn-Sham gap**: 5.5 eV
**Multiplicity**: 1
**Electronic energy**: -4491.02792 hartree

Last column: Löwdin charge in e.
Cartesian coordinates (Å):
Cs 0.86026 -1.39218 0.68569  0.88
C 0.06429 -4.54873 5.80024  -0.14
C 1.01377 -4.53018 4.78555  -0.11
C 1.50435 -3.33331 4.29514  -0.04
C 1.06809 -2.10164 4.81435  -0.32
C 0.11393 -2.13867 5.85013  -0.05
C -0.38393 -3.34039 6.32067  -0.12
N 1.48982 -0.92860 4.24981  0.09
C 2.01222 0.07082 4.90538  -0.25
C 2.54054 -0.06243 6.24705  -0.04
C 3.12153 0.97448 6.90237  -0.12
C 3.22543 2.25693 6.29764  -0.14
C 2.73554 2.43994 5.04051  -0.06
C 2.13564 1.38576 4.29907  -0.22
N 1.66814 1.54093 3.04133  0.08
N 1.72697 2.69787 2.52390  0.03
C 1.11601 2.82333 1.30469  -0.34
C 1.48901 3.91961 0.49767  -0.02
C 0.79429 4.16814 -0.66295  -0.10
C -0.24669 3.31782 -1.03285  -0.13
C -0.51386 2.23722 -0.20684  -0.23
N 0.13573 1.98491 0.92288  0.11
H -0.32301 -5.48810 6.17601  0.08
H 1.37710 -5.46249 4.36785  0.09
H 2.24629 -3.32346 3.50442  0.10
H -0.24389 -1.19805 6.25200  0.11
H -1.13771 -3.34237 7.10098  0.09
H 2.49182 -1.04576 6.69777  0.10
H 3.52306 0.82353 7.89943  0.09
H 3.70421 3.07034 6.83016  0.08
H 2.79936 3.40132 4.54922  0.09
H 2.31566 4.54045 0.81546  0.10
H 1.05434 5.01751 -1.28473  0.10
H -0.81858 3.48994 -1.93460  0.06
H -1.29807 1.52775 -0.46095  0.02
O -0.99107 -2.87495 -0.22246  -0.69
Cl -2.17215 -2.37496 0.43012  0.53
O -3.33543 -3.00971 -0.11968  -0.34
O -2.09365 -2.63488 1.82632  -0.33
O -2.24098 -0.95265 0.19833  -0.50
C 1.96245 1.81972 -2.63926  -0.16
Si 0.85460 1.60857 -4.14445  0.41
C 1.86980 1.82501 -5.73570  -0.19
C -0.50442 2.93082 -4.13836  -0.20
C 0.03436 -0.07899 -4.16853  -0.56
Te -0.91043 -0.40098 -2.23495  1.31
C -2.21606 -1.90338 -3.07344  -0.52
Si -3.87004 -1.11083 -3.48222  0.41
C -3.64148 0.14032 -4.89653  -0.19
C -5.11536 -2.41943 -4.07399  -0.19
C -4.63879 -0.18694 -2.03278  -0.19
H 2.53608 2.74758 -2.68435  0.04
H 2.67039 0.99172 -2.54596  0.03
H 1.36259 1.85157 -1.72466  -0.01
H 2.27056 2.83888 -5.81446  0.02
H 1.26148 1.63191 -6.62259  0.02
H 2.71146 1.12856 -5.74943  0.03
H -0.09622 3.93640 -4.01243  0.03
H -1.18701 2.73598 -3.30794  -0.01
H -1.08691 2.91419 -5.06332  0.03
H 0.76440 -0.87326 -4.33447  0.01
H -0.71911 -0.13476 -4.95630  0.00
H -2.31894 -2.69091 -2.33169  -0.02
H -1.70349 -2.31863 -3.94001  0.01
H -3.21698 -0.32525 -5.79038  0.02
H -2.96793 0.93948 -4.57842  0.00
H -4.59722 0.59088 -5.17550  0.02
H -4.75417 -2.96049 -4.95186  0.02
H -6.07021 -1.95379 -4.33032  0.02
H -5.29223 -3.14549 -3.27713  0.02
H -4.00316 0.64848 -1.73768  0.01
H -4.71276 -0.85346 -1.17247  0.02
H -5.63672 0.19173 -2.26648  0.03
Cl 5.13854 -3.72276 -0.27709  -0.08
Si 3.91732 -2.07245 -1.02870  -0.53
Cl 3.81975 -0.92893 0.78078  -0.13
Cl 5.55745 -0.99615 -1.99400  -0.08

Force components x, y, z for each atom (eV/Å):
Cs 0.81 1.21 1.59
C 0.00 -0.06 0.02
C -0.01 -0.03 0.02
C 0.02 0.06 -0.01
C 0.07 -0.12 0.28
C 0.03 0.02 -0.05
C 0.03 -0.05 0.04
N -0.08 0.09 -0.58
C -0.15 -0.14 -0.17
C 0.03 0.02 0.17
C -0.08 -0.05 -0.13
C 0.05 0.17 0.13
C -0.06 -0.11 -0.21
C 0.42 0.04 0.61
N -0.41 -0.13 -0.43
N 0.69 0.13 0.94
C -0.65 -0.08 -1.22
C -0.01 -0.17 0.23
C -0.22 -0.03 0.01
C -0.22 0.44 0.37
C -0.25 0.23 0.15
N 0.30 0.06 0.24
H -0.02 0.00 -0.02
H -0.01 0.00 -0.01
H -0.01 0.02 -0.01
H -0.02 0.00 -0.02
H 0.01 0.04 0.01
H -0.01 0.03 0.05
H 0.02 -0.03 0.00
H -0.03 0.01 0.00
H 0.04 0.02 0.00
H -0.03 0.03 0.06
H 0.03 -0.01 -0.02
H 0.17 0.10 0.64
H 0.02 0.31 0.17
O -0.76 -1.38 -0.84
Cl -1.25 -0.75 0.28
O -0.28 -0.05 -0.28
O 0.22 0.02 0.59
O -0.07 0.58 -0.09
C -0.11 -0.38 -0.14
Si 0.15 0.20 -0.26
C -0.08 -0.03 0.24
C -0.03 -0.28 -0.22
C 0.18 0.21 0.33
Te -0.02 -0.15 -1.68
C -0.30 0.26 0.24
Si -0.23 0.19 -0.32
C 0.05 -0.24 0.17
C 0.23 0.12 0.13
C 0.23 -0.28 -0.03
H -0.03 0.04 -0.01
H 0.05 -0.02 -0.08
H 0.32 -0.13 -0.24
H 0.01 0.00 0.01
H -0.04 0.01 0.01
H 0.00 0.01 0.01
H 0.04 0.00 0.00
H -0.05 -0.14 -0.55
H 0.05 -0.04 -0.06
H 0.00 -0.01 0.06
H -0.10 0.06 0.08
H -0.01 -0.05 0.04
H 0.04 0.06 -0.05
H 0.00 -0.01 0.01
H 0.00 0.02 -0.01
H -0.02 0.00 0.03
H 0.02 0.01 0.00
H -0.01 0.01 0.00
H -0.02 -0.01 -0.01
H -0.01 0.04 0.01
H -0.01 -0.01 0.06
H 0.02 -0.02 -0.11
Cl -0.01 -0.10 0.04
Si 0.16 -0.32 -0.57
Cl 1.19 0.46 0.47
Cl 0.01 0.11 -0.08